## A
Formula: CH8N2O
Source: the OMol25 dataset
Level of theory: ωB97M-V/def2-TZVPD

The lowest unoccupied orbital energy comes out at -2.75 eV. The HOMO energy comes out at -9.816 eV. Its frontier orbital gap is 7.066 eV.

The geometry in ORCA input format:
```
! RIJCOSX wB97M-V def2-TZVPD def2/J DEFGRID3
* xyz 0 1
N -2.190 0.042 -0.670
H -1.746 0.073 -1.582
H -1.444 0.102 0.021
H 0.239 0.354 2.777
H -2.612 -0.871 -0.503
N 1.786 -0.553 -1.214
C 1.451 0.190 -0.154
O 0.495 1.066 -0.141
H 1.005 -0.653 -1.858
H -0.356 0.308 2.348
H 1.053 -0.619 0.552
H 2.320 0.562 0.425
*
```

***

## B
Formula: CH8N2O
Source: the OMol25 dataset
Level of theory: ωB97M-V/def2-TZVPD

The lowest unoccupied orbital energy comes out at -1.94 eV. The HOMO energy comes out at -10.008 eV. Its frontier orbital gap is 8.067 eV.

The geometry in ORCA input format:
```
! RIJCOSX wB97M-V def2-TZVPD def2/J DEFGRID3
* xyz 0 1
N 1.199 0.592 1.247
H 0.951 0.669 0.270
H 1.890 -0.148 1.265
H 2.517 -4.458 -2.468
H 1.644 1.452 1.542
N -1.607 0.208 -0.433
C -1.939 1.249 0.340
O -2.503 2.348 -0.034
H -1.448 0.497 -1.400
H 2.231 -5.017 -2.062
H -0.880 1.662 0.335
H -2.054 0.948 1.398
*
```

***

## C
Formula: CH8N2O
Source: the OMol25 dataset
Level of theory: ωB97M-V/def2-TZVPD

The lowest unoccupied orbital energy comes out at 0.99 eV. The HOMO energy comes out at -9.367 eV. Its frontier orbital gap is 10.353 eV.

The geometry in ORCA input format:
```
! RIJCOSX wB97M-V def2-TZVPD def2/J DEFGRID3
* xyz 0 1
N 2.156 -0.052 0.128
C 0.796 0.073 0.608
N -0.202 0.228 -0.467
H 2.811 -0.051 0.905
H 2.439 0.597 -0.584
H 0.721 0.995 1.183
H 0.393 -0.707 1.254
H 0.108 -0.322 -1.261
H -0.230 1.189 -0.756
H -3.677 -0.584 0.063
H -2.316 -0.339 -0.610
O -2.999 -1.028 -0.464
*
```

***

Q: Which of them is the least stable? A: A.

***

## A
Formula: C19H18Br2N2S4SbV
Source: the OMol25 dataset
Level of theory: ωB97M-V/def2-TZVPD

The lowest unoccupied orbital energy (spin up / spin down) comes out at 2.07 / 1.32 eV. The HOMO energy (spin up / spin down) comes out at -3.895 / -4.883 eV. Its frontier orbital gap (spin up / spin down) is 5.964 / 6.201 eV.

The geometry in ORCA input format:
```
! RIJCOSX wB97M-V def2-TZVPD def2/J DEFGRID3
* xyz -1 4
V -1.127 -0.294 -0.280
C 1.976 2.702 1.446
C 2.142 1.213 1.300
C 1.707 0.344 2.297
C 1.917 -1.027 2.204
C 1.370 -1.970 3.239
C 2.588 -1.520 1.092
C 2.997 -0.686 0.060
C 3.628 -1.259 -1.179
C 2.768 0.681 0.179
H 2.885 3.171 1.831
H 1.165 2.949 2.131
H 1.756 3.166 0.483
H 1.199 0.748 3.168
H 2.123 -2.688 3.569
H 0.535 -2.537 2.821
H 1.010 -1.432 4.118
H 2.734 -2.591 0.996
H 4.546 -1.805 -0.953
H 3.871 -0.476 -1.899
H 2.940 -1.957 -1.662
H 3.080 1.344 -0.623
S -3.114 -4.718 0.037
Sb -2.486 -2.843 -1.018
S -0.137 -2.326 -0.447
S -3.244 -0.858 0.200
S -2.809 -2.515 -3.226
Br -0.186 3.790 -5.439
C -0.425 2.596 -3.995
C -0.409 1.211 -4.244
C -0.590 0.376 -3.180
N -0.771 0.831 -1.911
C -0.781 2.183 -1.681
C -0.611 3.093 -2.744
C -1.002 2.565 -0.322
C -1.230 3.888 0.126
C -1.556 4.096 1.423
Br -1.879 5.848 2.039
C -1.666 3.015 2.340
C -1.398 1.771 1.867
N -1.069 1.519 0.569
H -0.278 0.806 -5.235
H -0.631 -0.700 -3.294
H -0.619 4.158 -2.566
H -1.167 4.714 -0.567
H -1.943 3.166 3.372
H -1.458 0.904 2.511
*
```

***

## B
Formula: C19H18Br2N2S4SbV
Source: the OMol25 dataset
Level of theory: ωB97M-V/def2-TZVPD

The lowest unoccupied orbital energy (spin up / spin down) comes out at 2.17 / 1.73 eV. The HOMO energy (spin up / spin down) comes out at -3.465 / -4.349 eV. Its frontier orbital gap (spin up / spin down) is 5.638 / 6.077 eV.

The geometry in ORCA input format:
```
! RIJCOSX wB97M-V def2-TZVPD def2/J DEFGRID3
* xyz -1 4
V 0.356 1.755 0.698
C -0.867 -3.151 -0.576
C 0.216 -2.326 0.065
C 0.322 -2.240 1.447
C 1.274 -1.429 2.057
C 1.343 -1.319 3.555
C 2.168 -0.720 1.253
C 2.119 -0.833 -0.140
C 3.166 -0.189 -1.008
C 1.119 -1.614 -0.715
H -0.474 -4.094 -0.963
H -1.322 -2.614 -1.411
H -1.657 -3.384 0.140
H -0.386 -2.783 2.067
H 1.805 -2.211 3.986
H 0.343 -1.229 3.986
H 1.930 -0.451 3.859
H 2.908 -0.080 1.724
H 4.032 -0.851 -1.093
H 3.502 0.755 -0.583
H 2.783 -0.011 -2.015
H 1.050 -1.667 -1.798
S 2.459 2.803 0.704
Sb 2.301 3.362 3.092
S -0.942 3.417 1.662
S -0.017 2.207 3.107
S 3.521 1.785 4.186
Br -1.445 2.303 -5.766
C -0.874 2.103 -3.968
C 0.335 2.704 -3.570
C 0.700 2.551 -2.256
N -0.013 1.853 -1.361
C -1.182 1.254 -1.751
C -1.634 1.394 -3.087
C -1.871 0.514 -0.753
C -3.099 -0.152 -0.987
C -3.698 -0.813 0.041
Br -5.326 -1.742 -0.240
C -3.121 -0.819 1.328
C -1.931 -0.162 1.480
N -1.286 0.472 0.489
H 0.943 3.271 -4.256
H 1.603 3.004 -1.861
H -2.563 0.947 -3.406
H -3.555 -0.138 -1.965
H -3.594 -1.316 2.161
H -1.440 -0.117 2.444
*
```

***

Q: Which of them is the least stable? A: A.

***

## A
Formula: C43H68FGeN4O4RbSi3
Source: the OMol25 dataset
Level of theory: ωB97M-V/def2-TZVPD

The lowest unoccupied orbital energy (spin up / spin down) comes out at -3.10 / -3.10 eV. The HOMO energy (spin up / spin down) comes out at -8.759 / -9.796 eV. Its frontier orbital gap (spin up / spin down) is 5.663 / 6.699 eV.

The geometry in ORCA input format:
```
! RIJCOSX wB97M-V def2-TZVPD def2/J DEFGRID3
* xyz 1 2
Rb -1.986 0.612 -1.504
C -5.461 3.620 -0.899
C -5.367 2.118 -1.001
C -5.291 1.325 0.133
C -5.269 -0.071 0.041
C -5.221 -0.906 1.294
C -5.302 -0.660 -1.214
C -5.375 0.113 -2.378
C -5.392 -0.554 -3.728
C -5.402 1.495 -2.252
H -5.113 3.976 0.072
H -6.496 3.949 -1.016
H -4.870 4.107 -1.675
H -5.281 1.794 1.114
H -4.324 -0.689 1.873
H -5.224 -1.972 1.062
H -6.079 -0.696 1.935
H -5.271 -1.741 -1.303
H -6.210 -1.275 -3.792
H -4.455 -1.091 -3.892
H -5.517 0.176 -4.528
H -5.463 2.111 -3.144
F 4.606 -1.880 1.208
C 3.830 -2.434 0.245
C 2.666 -1.815 -0.114
C 1.879 -2.339 -1.134
C 0.598 -1.693 -1.482
O 0.048 -0.888 -0.727
C 0.062 -2.096 -2.767
C 0.536 -3.197 -3.370
N 1.577 -3.957 -2.884
C 1.968 -5.159 -3.572
C 1.780 -6.480 -2.882
C 0.898 -6.094 -4.032
C 2.310 -3.490 -1.813
C 3.471 -4.142 -1.380
C 4.241 -3.624 -0.354
N 5.403 -4.328 0.064
C 5.993 -4.083 1.372
C 6.934 -5.271 1.682
N 6.534 -6.410 0.787
C 6.895 -6.100 -0.642
C 6.422 -4.660 -0.918
C -1.075 -1.253 -3.323
O -0.729 -0.168 -3.861
O -2.226 -1.667 -3.081
H 2.357 -0.901 0.376
H 0.116 -3.556 -4.301
H 2.838 -5.049 -4.211
H 1.341 -6.455 -1.892
H 2.527 -7.249 -3.034
H -0.129 -5.838 -3.809
H 1.044 -6.583 -4.984
H 3.763 -5.075 -1.846
H 5.200 -4.025 2.113
H 6.570 -3.157 1.423
H 6.857 -5.594 2.716
H 7.975 -5.051 1.459
H 5.513 -6.464 0.820
H 6.925 -7.298 1.089
H 6.394 -6.835 -1.268
H 7.971 -6.212 -0.745
H 6.021 -4.589 -1.923
H 7.270 -3.967 -0.855
O 0.772 1.603 -2.301
C 1.517 2.737 -2.711
C 0.943 3.417 -3.945
C -0.570 3.654 -3.879
C -1.005 4.473 -2.692
C -0.751 5.841 -2.624
C -1.204 6.562 -1.535
C -1.891 5.900 -0.527
C -2.079 4.537 -0.661
N -1.655 3.834 -1.714
H 0.496 1.078 -3.075
H 2.559 2.467 -2.910
H 1.518 3.426 -1.863
H 1.152 2.807 -4.829
H 1.470 4.366 -4.081
H -1.090 2.698 -3.842
H -0.879 4.157 -4.796
H -0.222 6.331 -3.432
H -1.031 7.630 -1.472
H -2.269 6.426 0.339
H -2.595 3.973 0.111
C -2.014 -1.513 3.344
Si -0.560 -0.339 3.440
C -0.234 0.016 5.250
C 0.915 -1.240 2.730
Ge -1.024 1.697 2.263
Si -2.535 2.913 3.667
C -3.910 1.776 4.235
C -3.271 4.385 2.776
C -1.644 3.570 5.176
Si 1.036 2.877 1.956
C 0.776 4.544 1.156
C 1.866 3.137 3.613
C 2.169 1.871 0.852
H -1.809 -2.422 3.921
H -2.204 -1.808 2.308
H -2.926 -1.061 3.743
H 0.086 -0.906 5.746
H -1.143 0.370 5.748
H 0.544 0.771 5.396
H 1.062 -2.190 3.257
H 1.837 -0.655 2.814
H 0.732 -1.447 1.671
H -4.307 1.181 3.408
H -4.735 2.353 4.666
H -3.546 1.084 5.001
H -3.913 4.079 1.945
H -2.479 5.027 2.378
H -3.877 4.979 3.469
H -1.024 2.810 5.660
H -2.385 3.920 5.903
H -1.000 4.416 4.915
H 0.064 5.158 1.717
H 0.389 4.431 0.138
H 1.725 5.088 1.103
H 1.260 3.766 4.270
H 2.829 3.635 3.455
H 2.052 2.191 4.130
H 1.609 1.463 0.002
H 2.621 1.045 1.410
H 2.979 2.496 0.460
*
```

***

## B
Formula: C43H68FGeN4O4RbSi3
Source: the OMol25 dataset
Level of theory: ωB97M-V/def2-TZVPD

The lowest unoccupied orbital energy (spin up / spin down) comes out at -3.18 / -3.18 eV. The HOMO energy (spin up / spin down) comes out at -8.244 / -9.304 eV. Its frontier orbital gap (spin up / spin down) is 5.064 / 6.124 eV.

The geometry in ORCA input format:
```
! RIJCOSX wB97M-V def2-TZVPD def2/J DEFGRID3
* xyz 1 2
Rb -0.663 1.083 -0.320
C -4.696 -0.089 1.520
C -4.342 0.588 0.219
C -4.471 1.971 0.091
C -4.138 2.624 -1.089
C -4.274 4.123 -1.214
C -3.654 1.866 -2.157
C -3.516 0.486 -2.063
C -2.990 -0.319 -3.228
C -3.873 -0.140 -0.868
H -4.164 0.379 2.352
H -4.431 -1.147 1.499
H -5.766 -0.011 1.724
H -4.843 2.546 0.934
H -3.295 4.607 -1.232
H -4.842 4.541 -0.382
H -4.780 4.394 -2.143
H -3.389 2.367 -3.085
H -3.764 -0.455 -3.987
H -2.657 -1.305 -2.901
H -2.144 0.178 -3.706
H -3.764 -1.216 -0.783
F -2.697 -6.106 0.114
C -1.467 -5.618 -0.175
C -1.294 -4.265 -0.222
C -0.064 -3.721 -0.573
C 0.091 -2.254 -0.649
O -0.851 -1.488 -0.433
C 1.411 -1.800 -1.020
C 2.384 -2.685 -1.284
N 2.239 -4.048 -1.194
C 3.329 -4.906 -1.585
C 4.036 -5.727 -0.544
C 4.716 -4.545 -1.168
C 1.007 -4.580 -0.864
C 0.809 -5.964 -0.790
C -0.419 -6.503 -0.455
N -0.537 -7.924 -0.394
C -1.644 -8.558 0.320
C -1.327 -10.063 0.430
N 0.159 -10.232 0.265
C 0.558 -9.943 -1.160
C -0.204 -8.683 -1.596
C 1.574 -0.295 -1.116
O 1.147 0.233 -2.158
O 1.991 0.286 -0.078
H -2.120 -3.595 -0.011
H 3.372 -2.360 -1.583
H 3.211 -5.352 -2.567
H 4.364 -6.721 -0.821
H 3.702 -5.621 0.481
H 5.506 -4.715 -1.884
H 4.850 -3.670 -0.546
H 1.644 -6.631 -0.965
H -2.609 -8.445 -0.177
H -1.724 -8.119 1.312
H -1.790 -10.648 -0.360
H -1.623 -10.475 1.390
H 0.479 -11.151 0.563
H 0.610 -9.522 0.846
H 0.305 -10.815 -1.759
H 1.636 -9.803 -1.164
H -1.107 -8.955 -2.154
H 0.419 -8.096 -2.261
O 0.975 -0.742 2.448
C 1.194 0.386 3.282
C 0.306 0.233 4.494
C -1.185 0.292 4.135
C -1.673 1.693 3.878
C -1.898 2.568 4.940
C -2.369 3.843 4.690
C -2.615 4.222 3.378
C -2.365 3.297 2.384
N -1.900 2.063 2.612
H 1.436 -0.591 1.604
H 0.951 1.317 2.751
H 2.240 0.459 3.596
H 0.555 1.011 5.222
H 0.527 -0.732 4.958
H -1.770 -0.139 4.951
H -1.361 -0.308 3.242
H -1.709 2.237 5.954
H -2.551 4.532 5.506
H -2.985 5.209 3.129
H -2.545 3.549 1.344
C 0.764 5.373 2.646
Si 0.508 5.851 0.850
C -1.295 6.289 0.557
C 1.486 7.415 0.517
Ge 1.200 4.036 -0.538
Si 0.869 4.524 -2.855
C -0.956 4.794 -3.183
C 1.806 6.089 -3.275
C 1.491 3.120 -3.916
Si 3.500 3.554 -0.128
C 4.175 2.470 -1.493
C 4.463 5.164 -0.085
C 3.673 2.692 1.523
H 0.209 6.050 3.306
H 1.826 5.436 2.909
H 0.428 4.350 2.848
H -1.630 7.020 1.303
H -1.948 5.415 0.617
H -1.425 6.736 -0.434
H 1.197 8.175 1.253
H 1.273 7.811 -0.480
H 2.566 7.259 0.593
H -1.353 5.611 -2.573
H -1.525 3.888 -2.946
H -1.130 5.038 -4.237
H 1.506 6.929 -2.641
H 1.618 6.365 -4.320
H 2.885 5.941 -3.153
H 1.234 2.149 -3.480
H 2.581 3.161 -4.004
H 1.065 3.179 -4.924
H 4.449 3.064 -2.372
H 3.427 1.729 -1.792
H 5.069 1.939 -1.147
H 4.190 5.828 -0.912
H 5.535 4.947 -0.160
H 4.291 5.701 0.854
H 3.342 1.653 1.418
H 3.052 3.173 2.286
H 4.712 2.699 1.871
*
```

***

Q: Which of them is the least stable? A: B.

***

## A
Formula: C7H12Si
Source: the OMol25 dataset
Level of theory: ωB97M-V/def2-TZVPD

The lowest unoccupied orbital energy comes out at 0.72 eV. The HOMO energy comes out at -8.210 eV. Its frontier orbital gap is 8.926 eV.

The geometry in ORCA input format:
```
! RIJCOSX wB97M-V def2-TZVPD def2/J DEFGRID3
* xyz 0 1
C -0.843 -1.162 0.680
C -0.833 -1.912 -0.421
C -0.080 0.054 1.012
C -0.218 1.196 0.341
C 0.753 -0.128 2.253
C 0.430 2.510 0.618
C -0.336 -0.558 -3.274
Si 0.085 -1.732 -2.045
H -1.460 -1.502 1.510
H -1.465 -2.798 -0.380
H 1.523 -0.877 2.070
H 0.129 -0.489 3.071
H 1.239 0.790 2.568
H 0.778 2.587 1.644
H -0.273 3.320 0.429
H 1.286 2.651 -0.043
H -0.851 1.177 -0.537
H -1.127 0.160 -3.133
H 0.164 -0.502 -4.226
H 1.099 -2.784 -2.138
*
```

***

## B
Formula: C7H12Si
Source: the OMol25 dataset
Level of theory: ωB97M-V/def2-TZVPD

The lowest unoccupied orbital energy (spin up / spin down) comes out at -0.35 / -1.10 eV. The HOMO energy (spin up / spin down) comes out at -8.866 / -6.287 eV. Its frontier orbital gap (spin up / spin down) is 8.515 / 5.190 eV.

The geometry in ORCA input format:
```
! RIJCOSX wB97M-V def2-TZVPD def2/J DEFGRID3
* xyz 0 1
C -0.109 -0.792 0.967
C -1.018 0.143 1.419
C 0.918 -0.171 0.188
C 0.863 1.162 0.229
C -0.299 1.509 1.085
C 2.373 -0.281 -1.756
C 1.981 -0.993 -0.450
Si -3.466 0.097 -0.120
H -0.252 -1.801 1.000
H -1.702 0.066 2.249
H -1.029 2.162 0.501
H 0.107 1.929 2.068
H 2.212 -0.964 -2.636
H 3.456 -0.005 -1.875
H 1.956 0.731 -1.798
H 3.015 -1.159 0.022
H 1.568 -1.913 -0.583
H -3.870 -1.200 0.673
H -3.104 -0.007 -1.591
H -3.603 1.485 0.408
*
```

***

Q: Which of them is the least stable? A: B.

***

## A
Formula: C2H2N4S
Source: the OMol25 dataset
Level of theory: ωB97M-V/def2-TZVPD

The lowest unoccupied orbital energy comes out at -1.37 eV. The HOMO energy comes out at -9.100 eV. Its frontier orbital gap is 7.727 eV.

The geometry in ORCA input format:
```
! RIJCOSX wB97M-V def2-TZVPD def2/J DEFGRID3
* xyz 0 1
C -0.085 1.121 -0.404
C -0.354 -1.411 0.323
H -0.472 -2.488 0.545
H 1.787 0.880 0.467
N -1.301 0.437 -0.631
N -1.403 -0.761 -0.282
N 0.788 -0.863 0.586
N 0.875 0.423 0.305
S 0.166 2.662 -0.909
*
```

***

## B
Formula: C2H2N4S
Source: the OMol25 dataset
Level of theory: ωB97M-V/def2-TZVPD

The lowest unoccupied orbital energy comes out at -0.37 eV. The HOMO energy comes out at -9.092 eV. Its frontier orbital gap is 8.722 eV.

The geometry in ORCA input format:
```
! RIJCOSX wB97M-V def2-TZVPD def2/J DEFGRID3
* xyz 0 1
C -0.541 -2.799 -0.089
C -1.217 0.899 -0.144
N -1.467 -2.424 0.455
N -0.042 1.091 0.052
N 0.915 1.956 -0.026
N 2.052 1.613 0.359
S -2.699 0.449 -0.266
H 0.306 -3.187 -0.591
H 2.694 2.402 0.251
*
```

***

Q: Which of them is the least stable? A: B.